Record 1
A cluster of 2 separate species, C5H13P2 in total in a non-equilibrium geometry. Source: the Open Molecules 2025 dataset; level of theory: ωB97M-V/def2-TZVPD.

Each line ends with the Löwdin charge.
CARTESIAN COORDINATES (ANGSTROEM)
H (-2.67, 0.53, -2.82)  0.01
H (-3.41, -0.50, -1.72)  -0.01
H (0.76, 1.84, -0.20)  0.12
C (0.62, -0.61, -1.90)  -0.29
H (1.19, 1.57, 2.28)  0.09
H (-0.21, -1.13, -2.34)  0.01
H (1.55, -1.91, 0.44)  -0.05
C (-2.97, 0.42, -1.81)  0.20
P (0.22, -1.97, 1.03)  0.75
H (2.25, 0.73, 1.32)  0.09
H (0.76, 0.28, -2.50)  0.06
C (1.25, 0.71, 1.68)  -0.30
C (0.85, -0.71, 2.34)  -0.41
H (1.52, -1.17, -1.85)  0.04
H (-0.65, 1.43, 1.09)  0.09
C (0.30, 1.12, 0.57)  -0.37
H (0.16, -0.37, 3.20)  0.10
H (-2.93, 1.31, -1.26)  0.00
H (1.70, -1.18, 2.81)  0.05
P (-0.28, -0.41, -0.35)  0.79

Properties
LUMO energy (alpha / beta) ... -6.47 / -4.67 eV
HOMO-LUMO gap (alpha / beta) ... 6.847 / 9.003 eV
Electronic energy ... -23962.6387 eV
Charge ... +1
Multiplicity ... 1

Record 2
A structure of composition C34H37LuN5 in a non-equilibrium geometry. Source: the Open Molecules 2025 dataset; level of theory: ωB97M-V/def2-TZVPD.

Each line ends with the Löwdin charge.
CARTESIAN COORDINATES (ANGSTROEM)
H (3.40, -0.86, -0.64)  0.06
C (1.21, 1.69, 0.02)  -0.28
H (2.52, -3.16, 0.13)  0.08
C (2.11, -2.61, 1.13)  -0.09
C (3.11, -0.57, 2.34)  -0.11
H (0.19, -2.50, -4.75)  0.07
C (-2.05, 0.47, 4.97)  -0.32
H (3.52, -0.15, 3.25)  0.07
C (0.21, -2.34, -3.75)  -0.05
H (0.82, -5.41, 0.97)  0.10
H (-2.17, -0.65, -1.60)  0.05
C (-0.07, 1.77, -5.24)  -0.02
C (-1.58, 3.69, -5.62)  -0.07
H (-2.85, 2.62, -3.41)  0.12
N (0.29, -2.42, -1.55)  -0.09
H (-0.84, 3.05, 2.44)  0.05
C (-0.28, -1.27, -1.71)  -0.31
C (0.65, 2.03, 1.28)  -0.25
C (-0.27, 3.17, 1.51)  -0.07
C (0.37, -4.62, 1.59)  0.03
C (-0.86, -4.90, 2.25)  -0.08
C (-1.65, 0.85, -3.10)  -0.19
C (2.22, 0.69, 0.23)  -0.37
H (0.62, 2.34, 3.98)  0.08
C (-2.25, 0.66, 2.56)  -0.22
H (-3.51, 0.45, -2.09)  0.08
C (-2.43, 0.39, -1.90)  -0.06
H (-2.14, 3.41, -6.53)  0.08
H (-2.45, -4.19, 3.62)  0.11
H (-2.59, 1.25, 1.70)  0.10
N (-0.37, -1.20, -3.09)  -0.04
C (-1.21, 2.49, -4.84)  -0.29
H (1.48, -1.06, -5.45)  0.06
C (-1.79, -1.44, 3.45)  -0.32
H (-1.00, 3.26, 0.69)  0.06
H (2.12, 0.57, -5.62)  0.07
C (-1.51, -3.98, 3.09)  0.03
H (-1.31, -1.47, 5.61)  0.11
C (1.12, 1.39, 3.74)  -0.04
H (2.10, 1.38, 4.23)  0.07
H (1.35, -3.90, -2.61)  0.08
C (3.16, 0.20, -0.81)  -0.07
H (0.89, 1.67, -2.10)  0.06
C (-2.50, 1.18, 3.84)  -0.11
H (0.56, 2.14, -6.06)  0.12
C (1.59, -0.09, -4.94)  -0.05
H (2.54, -1.49, 2.64)  0.04
H (0.05, 2.98, -1.25)  0.07
C (0.71, -3.07, -2.73)  -0.11
C (-1.97, 2.04, -3.75)  -0.01
C (-1.97, 1.07, 6.28)  -0.17
C (0.28, 0.57, -4.62)  -0.20
H (-2.23, 1.03, -1.01)  0.08
H (2.73, 0.28, -1.81)  0.05
C (0.97, -3.24, 1.54)  -0.50
N (-1.88, 1.56, 7.37)  0.10
H (2.25, -0.23, -4.06)  0.08
C (-1.64, -0.83, 4.78)  -0.04
H (3.91, -0.93, 1.68)  0.07
H (-0.26, -2.75, 4.30)  0.14
H (0.51, 0.58, 4.17)  0.07
C (0.98, 2.39, -1.27)  -0.05
C (2.24, 0.40, 1.64)  -0.33
H (-0.68, 4.22, -5.95)  0.08
H (0.28, 4.12, 1.57)  0.08
Lu (0.40, -1.09, 0.51)  1.67
H (4.09, 0.79, -0.80)  0.08
H (-1.38, -5.91, 2.17)  0.11
H (-2.20, 4.36, -5.03)  0.07
C (-0.85, -2.70, 3.35)  -0.32
C (-0.60, 0.05, -3.64)  -0.16
H (1.81, 3.07, -1.51)  0.09
H (-2.83, -1.85, 3.39)  0.13
C (1.28, 1.24, 2.28)  -0.25
N (-1.59, -0.48, 2.34)  -0.03
N (0.08, -2.39, 2.26)  -0.16
H (-2.96, 2.17, 3.96)  0.09

Properties
LUMO energy (alpha / beta) ... 0.30 / 0.30 eV
HOMO-LUMO gap (alpha / beta) ... 3.921 / 3.910 eV
Electronic energy ... -76923.8875 eV
Charge ... -1
Multiplicity ... 1

Record 3
An isolated molecule of C4H9P in a non-equilibrium geometry. Source: the Open Molecules 2025 dataset; level of theory: ωB97M-V/def2-TZVPD.

Each line ends with the Löwdin charge.
CARTESIAN COORDINATES (ANGSTROEM)
H (2.23, -1.15, -0.68)  0.04
H (0.76, -2.13, -0.19)  0.07
P (-2.27, 0.31, -0.35)  0.73
H (0.23, 1.81, -0.42)  0.07
H (-2.86, -0.85, -0.97)  -0.13
C (-0.93, -0.23, 0.83)  -0.44
H (-1.18, -1.13, 1.25)  0.01
C (1.26, -1.17, -0.30)  0.01
C (0.60, -0.17, 0.20)  -0.44
C (1.08, 1.24, 0.03)  -0.10
H (-0.86, 0.45, 1.70)  0.06
H (1.32, 1.60, 1.09)  0.10
H (-1.37, 0.27, -1.57)  -0.07
H (2.00, 1.16, -0.60)  0.08

Properties
LUMO energy ... 1.00 eV
HOMO-LUMO gap ... 10.077 eV
Electronic energy ... -13580.5834 eV
SMILES ... C=C(C)CP
Multiplicity ... 1

Record 4
An isolated molecule of C12H21N5O5S in a non-equilibrium geometry. Source: the Open Molecules 2025 dataset; level of theory: ωB97M-V/def2-TZVPD.

Each line ends with the Löwdin charge.
CARTESIAN COORDINATES (ANGSTROEM)
C (1.86, 0.37, -1.03)  -0.39
N (-5.38, 0.00, -0.43)  0.11
C (-1.37, 2.25, -0.28)  -0.18
H (1.34, 0.32, -3.01)  0.09
H (-0.07, 2.89, 1.23)  0.12
H (-0.86, -0.35, -1.07)  0.09
H (-3.02, 0.42, -0.92)  0.10
H (-3.33, 2.49, 0.59)  0.12
H (1.39, -2.33, 0.77)  0.13
C (-0.19, -1.01, -0.55)  -0.11
H (2.29, 1.29, -0.63)  0.12
H (-2.21, 1.62, 1.60)  0.10
C (0.22, -2.11, -1.49)  -0.24
C (3.20, -1.32, 1.13)  -0.33
O (4.74, 1.11, -1.22)  -0.35
N (1.06, 0.81, -2.17)  0.11
H (0.75, 2.59, -0.26)  0.10
H (1.29, -1.13, 2.00)  0.13
C (3.68, -3.53, 1.15)  -0.34
C (0.40, 0.83, 1.02)  -0.12
H (-5.59, -0.99, -0.47)  0.09
H (-4.99, 0.21, -1.34)  0.07
C (-2.54, 1.74, 0.58)  -0.20
C (-4.38, 0.16, 0.56)  -0.57
H (-1.57, 3.31, -0.44)  0.11
H (3.43, -1.47, 2.18)  0.16
S (4.35, -0.22, -0.85)  1.03
H (0.77, -1.87, -2.42)  0.12
C (0.01, 2.18, 0.41)  -0.18
H (-0.43, 0.43, 1.60)  0.12
O (3.80, -2.46, 0.45)  0.00
C (1.00, -0.25, 0.10)  -0.34
O (2.87, -0.50, -1.55)  -0.26
H (1.11, 1.81, -2.28)  0.09
H (1.17, 1.05, 1.76)  0.12
H (-1.33, 1.81, -1.27)  0.09
C (1.68, -1.31, 1.00)  -0.03
O (-0.04, -3.27, -1.27)  0.07
N (-4.65, 0.01, 1.78)  0.13
N (-3.08, 0.47, 0.09)  0.01
N (3.31, -4.55, 1.61)  0.19
H (-3.79, 0.12, 2.31)  0.04
H (-0.75, -1.46, 0.27)  0.13
O (3.86, -0.14, 0.76)  -0.22

Properties
LUMO energy ... 0.37 eV
HOMO-LUMO gap ... 9.711 eV
Electronic energy ... -41304.8273 eV
Multiplicity ... 1

Record 5
A structure of composition C38H72CaCl3F4I2N3O14P2SV in a non-equilibrium geometry. Source: the Open Molecules 2025 dataset; level of theory: ωB97M-V/def2-TZVPD.

Each line ends with the Löwdin charge.
CARTESIAN COORDINATES (ANGSTROEM)
O (3.11, -2.78, 3.97)  -0.17
H (-0.86, 1.95, -3.92)  0.09
C (3.75, 1.57, 7.05)  -1.00
C (4.02, 5.96, -0.11)  -0.09
C (-3.05, -0.22, -0.12)  -0.25
O (0.55, -0.86, -2.83)  -0.20
H (3.55, -1.30, 0.14)  0.09
P (0.94, 3.71, 1.65)  0.83
H (-0.48, 6.06, 6.18)  0.07
O (-6.08, -3.58, 0.57)  -0.60
Cl (4.49, 0.83, 5.61)  0.54
H (-2.63, -6.90, -9.34)  0.08
O (-0.09, 1.50, -3.54)  -0.15
H (0.00, 4.75, 1.90)  0.06
H (1.36, -0.45, -3.17)  0.08
O (-2.37, 5.24, 4.48)  -0.09
O (-0.71, 2.23, 3.75)  0.07
H (-2.95, 5.73, 6.37)  0.11
C (2.79, 0.69, -0.04)  -0.38
C (4.00, 6.36, -2.60)  0.03
C (-1.49, -4.49, -3.80)  -0.15
H (-3.17, -1.05, -0.83)  0.07
C (4.86, 7.37, -2.46)  0.05
H (3.71, 0.74, -0.66)  0.13
H (-2.78, -2.10, 2.18)  0.00
H (2.12, -6.77, -5.33)  0.08
H (1.81, -0.74, 5.16)  0.03
H (2.05, -1.14, 1.02)  0.05
H (1.82, 1.12, -1.90)  0.09
O (-9.06, -4.73, 1.57)  -0.47
H (-2.10, -7.58, -6.41)  0.10
Cl (-7.60, -2.08, 5.07)  -0.35
C (-2.77, -7.19, -7.17)  -0.20
C (-1.50, -0.08, 0.12)  -0.64
H (-3.48, 0.65, -0.64)  0.13
H (-3.98, -4.02, -5.37)  0.13
H (2.75, 1.18, 7.16)  0.03
H (4.48, -1.49, 4.83)  0.02
C (2.56, -0.83, 0.10)  -0.10
H (-1.69, -4.78, -2.77)  0.12
C (-2.96, -3.69, -5.55)  -0.07
H (-0.42, -4.25, -3.85)  0.10
H (5.30, 7.28, 1.06)  0.01
H (0.10, 2.80, -0.96)  0.14
H (-1.69, -2.41, -4.34)  0.07
H (-1.71, 1.61, -1.12)  0.13
H (5.22, 7.95, -3.30)  0.14
H (4.30, 0.94, 1.45)  0.09
H (2.35, -3.72, 5.65)  0.11
H (4.50, -3.57, 6.27)  0.07
C (5.02, -3.54, 5.31)  -0.07
H (5.04, -2.46, 3.47)  0.11
H (1.23, -6.95, -7.66)  0.12
O (-4.89, 10.50, 4.82)  -0.32
C (5.38, 7.76, -1.12)  -0.35
H (-0.63, -5.64, -8.44)  0.09
C (-0.01, 1.30, 3.37)  -0.73
H (0.76, 0.31, 1.67)  0.14
C (-2.31, -3.29, -4.23)  -0.16
H (4.95, -4.53, 4.87)  0.08
H (-1.35, -3.58, -7.47)  0.14
C (-3.96, -0.54, 1.08)  -0.32
C (4.89, 6.97, 0.06)  0.01
H (-2.75, 3.99, 6.07)  0.11
N (-2.15, -4.90, -6.08)  -0.19
H (1.72, 4.19, 0.57)  0.00
H (-2.96, -2.90, -6.30)  0.14
H (2.28, 2.50, -0.99)  0.08
C (3.52, 5.59, -1.45)  -0.38
H (6.07, -3.32, 5.51)  0.08
V (-7.57, -4.10, 1.22)  1.09
C (-3.78, -1.91, 1.77)  -0.62
C (-2.91, 9.00, 5.57)  -0.66
C (0.68, -6.39, -6.90)  -0.25
H (2.04, -1.29, -0.75)  0.02
H (-2.68, -8.59, -8.82)  0.08
C (-2.33, 4.98, 5.88)  -0.30
H (3.61, 6.07, -3.57)  0.13
S (-4.63, 9.57, 5.90)  0.42
H (-2.03, 1.00, 2.03)  0.14
O (6.15, 8.66, -0.99)  0.19
N (-1.91, -0.31, -3.41)  -0.13
O (1.81, 3.54, 2.87)  -0.47
H (-3.13, -5.15, -7.93)  0.14
H (-0.36, -3.78, -6.04)  0.13
C (4.44, -2.49, 4.38)  -0.30
O (2.73, 4.67, -1.59)  0.06
H (1.23, -5.27, -5.09)  0.05
H (-0.85, 4.88, 7.46)  0.08
C (0.31, 1.83, -0.46)  -0.24
H (-2.73, -6.12, -4.46)  0.15
C (1.69, -5.92, -5.85)  -0.09
F (-2.48, 8.11, 6.49)  0.09
Cl (4.68, 1.21, 8.50)  0.54
C (-3.07, -5.69, -6.99)  -0.10
Ca (4.63, 5.04, 2.46)  1.68
I (-5.17, -1.97, 3.45)  0.99
H (3.37, 2.40, 1.16)  0.03
H (-1.02, -6.31, -4.89)  0.11
H (-2.67, -0.28, -2.73)  -0.02
H (-4.11, -2.74, 1.13)  0.01
H (-3.98, 0.22, 1.87)  0.09
C (2.13, -2.87, 5.00)  -0.26
H (-1.01, 2.54, 0.98)  0.15
H (-0.27, 4.33, 5.87)  0.05
C (3.27, 1.31, 1.30)  -0.07
C (-1.83, -5.60, -4.77)  -0.09
H (1.15, -1.69, 6.52)  0.09
H (-5.00, -0.54, 0.69)  0.11
H (3.64, 5.36, 0.72)  -0.03
N (0.05, 1.02, 1.86)  0.02
H (-3.07, -3.04, -3.49)  0.12
I (-0.77, -2.17, -0.01)  1.09
O (-4.54, 10.18, 7.21)  -0.32
C (-0.94, -4.32, -6.78)  -0.10
C (-2.29, -7.60, -8.57)  -0.09
C (1.77, 1.52, -0.88)  -0.13
H (1.19, -3.08, 4.50)  0.11
H (-1.21, -7.67, -8.62)  0.06
P (-0.63, 0.23, -2.68)  0.51
H (2.50, -5.36, -6.31)  0.08
F (-2.79, 8.40, 4.37)  0.09
H (-3.72, -7.71, -7.01)  0.12
O (-5.40, 8.35, 5.85)  -0.33
H (-1.82, 4.57, 4.05)  0.03
C (1.98, -1.60, 5.82)  -0.09
C (0.05, 2.22, 1.03)  -0.31
H (3.72, 2.64, 6.91)  0.02
C (-0.87, 0.89, -0.97)  -0.27
F (6.60, 7.53, 1.80)  -0.57
F (-2.02, 10.01, 5.57)  0.10
H (-0.01, -7.10, -6.45)  0.08
H (-4.05, -5.63, -6.52)  0.12
H (0.70, -4.61, -8.06)  0.13
H (-1.25, -0.57, 2.21)  0.10
O (0.72, 0.57, 4.00)  0.07
C (-0.90, 5.07, 6.38)  -0.09
H (2.89, -1.38, 6.39)  0.05
C (-1.28, 0.33, 1.59)  -0.16
H (2.72, 1.01, 2.19)  0.07
C (-0.06, -5.25, -7.60)  -0.16

Properties
LUMO energy ... -6.75 eV
HOMO-LUMO gap ... 1.078 eV
Electronic energy ... -211867.8042 eV
Charge ... +1
Multiplicity ... 1

- electronic energy of number 3 (C4H9P)?
  -13580.5834 eV